# 1
ORCA calculation (ωB97M-V with the def2-TZVPD basis set) on a molecular structure, C10H25DyN3O2S2 in a non-equilibrium geometry.

CARTESIAN COORDINATES (ANGSTROEM)
1 Dy 0.064 -0.024 0.157
2 S -0.939 2.359 0.050
3 S -0.818 -2.462 0.188
4 C -2.752 2.304 -0.063
5 C -0.429 2.363 -1.711
6 C -0.775 1.119 -2.519
7 N -0.094 -0.094 -2.036
8 C -0.713 -1.362 -2.453
9 C -0.313 -2.542 -1.577
10 H 0.652 2.558 -1.694
11 H -0.933 3.231 -2.144
12 H -0.493 1.274 -3.567
13 H -1.849 0.924 -2.481
14 H -0.420 -1.562 -3.490
15 H -1.796 -1.218 -2.427
16 H 0.776 -2.693 -1.556
17 H -0.784 -3.454 -1.955
18 C -2.630 -2.470 0.082
19 H 0.897 -0.076 -2.310
20 H -3.054 -1.678 -0.551
21 H -3.003 -2.359 1.110
22 H -2.898 -3.464 -0.303
23 H -3.127 2.247 0.968
24 H -3.144 1.457 -0.645
25 H -3.053 3.260 -0.514
26 C 5.410 0.177 -1.587
27 C 5.487 0.232 -0.261
28 H 5.350 1.091 -2.206
29 H 5.413 -0.784 -2.132
30 H 5.503 1.196 0.279
31 H 5.566 -0.683 0.353
32 C -1.998 0.243 4.493
33 O -0.515 0.096 4.089
34 C -0.222 0.044 2.840
35 O -1.159 0.023 1.982
36 N 1.090 0.014 2.638
37 N 1.921 -0.037 1.337
38 H -1.962 0.256 5.577
39 H -2.555 -0.616 4.133
40 H -2.372 1.186 4.109
41 H 1.762 0.030 3.395
42 H 2.472 0.814 1.177
43 H 2.438 -0.918 1.229

Force components x, y, z for each atom (eV/Å):
Dy -1.37 0.02 0.13
S -0.47 0.86 -0.38
S -0.37 -0.78 -0.35
C -0.31 0.16 0.11
C 0.02 0.26 0.01
C -0.13 0.36 -0.72
N 0.45 -0.01 -0.50
C -0.12 -0.39 -0.67
C 0.03 -0.28 0.06
H -0.18 0.15 -0.15
H 0.29 -0.02 -0.15
H -0.26 0.19 0.09
H 0.08 0.07 -0.09
H -0.25 -0.20 0.10
H 0.09 -0.07 -0.09
H -0.18 -0.15 -0.13
H 0.29 0.03 -0.16
C -0.32 -0.19 0.12
H -0.24 -0.02 -0.51
H 0.25 -0.25 0.19
H 0.12 -0.09 -0.34
H -0.07 0.35 0.14
H 0.12 0.06 -0.35
H 0.24 0.27 0.18
H -0.03 -0.35 0.16
C -0.37 -0.04 -0.65
C -0.36 0.02 0.67
H 0.16 -0.59 0.43
H 0.12 0.63 0.38
H 0.13 -0.56 -0.35
H 0.10 0.54 -0.39
C 0.86 -0.12 0.04
O -0.58 0.17 0.38
C -3.56 0.05 1.55
O 1.32 -0.01 -0.14
N 4.98 -0.13 -2.23
N -1.15 0.02 1.69
H 0.18 -0.03 -0.06
H 0.17 0.00 -0.11
H 0.15 -0.03 -0.12
H -0.56 0.04 0.61
H 0.38 -0.35 0.83
H 0.35 0.40 0.78

Calculated values
highest occupied orbital energy (spin up / spin down)	-17.684 / -17.685	eV
2S+1	6
total energy	-65066.2533	eV
maximum force	5.5	eV/Å
gap between HOMO and LUMO (spin up / spin down)	7.514 / 7.581	eV
LUMO (spin up / spin down)	-10.170 / -10.103	eV
total charge	+3



# 2
ORCA calculation (ωB97M-V with the def2-TZVPD basis set) on a molecular structure, C10H25F2N6O9S2Tl in a non-equilibrium geometry.

CARTESIAN COORDINATES (ANGSTROEM)
1 Tl -3.522 0.425 -0.485
2 N -0.710 -0.208 -0.341
3 S 0.439 0.329 0.505
4 O 1.606 0.793 -0.226
5 O 0.698 -0.226 1.794
6 F -0.267 1.709 0.870
7 S 0.078 -1.525 -1.100
8 O 0.784 -2.429 -0.258
9 O 0.530 -1.211 -2.397
10 F -1.301 -2.312 -1.286
11 O -2.076 1.587 -2.824
12 C -1.113 2.089 -3.437
13 N 0.019 1.399 -3.541
14 C -1.190 3.449 -4.068
15 H 0.082 0.506 -3.068
16 H 0.896 1.733 -3.919
17 H -0.237 3.760 -4.497
18 H -1.471 4.220 -3.353
19 H -1.911 3.454 -4.884
20 O 3.101 2.438 -3.274
21 C 4.059 2.356 -2.507
22 N 5.089 1.547 -2.774
23 C 4.095 3.219 -1.259
24 H 5.075 0.899 -3.545
25 H 5.827 1.426 -2.100
26 H 5.056 3.406 -0.781
27 H 3.404 2.745 -0.560
28 H 3.751 4.213 -1.541
29 O 2.485 3.355 2.217
30 C 3.139 2.493 2.807
31 N 3.101 2.359 4.128
32 C 4.098 1.568 2.093
33 H 2.410 2.907 4.622
34 H 3.725 1.754 4.630
35 H 3.617 0.699 1.650
36 H 4.874 1.219 2.777
37 H 4.650 2.150 1.357
38 O -4.092 -2.376 -0.597
39 C -4.582 -3.421 -0.153
40 N -5.881 -3.507 0.156
41 C -3.740 -4.636 0.005
42 H -6.269 -4.306 0.626
43 H -6.446 -2.682 0.033
44 H -2.926 -4.385 0.692
45 H -3.228 -5.003 -0.879
46 H -4.313 -5.434 0.481
47 O -2.812 -1.190 1.981
48 C -2.642 -2.124 2.761
49 N -3.693 -2.777 3.304
50 C -1.275 -2.464 3.298
51 H -3.648 -3.736 3.617
52 H -4.608 -2.553 2.938
53 H -0.957 -3.455 2.959
54 H -1.278 -2.468 4.388
55 H -0.501 -1.779 2.967

Force components x, y, z for each atom (eV/Å):
Tl -0.05 -0.54 0.08
N 0.62 -2.55 -2.08
S 2.15 5.65 3.80
O -0.76 -1.07 -0.21
O -0.10 -0.64 -0.67
F 0.03 -0.61 -0.19
S -3.27 -3.80 -0.01
O 0.32 1.45 0.05
O 0.26 0.79 -0.28
F 0.83 0.90 -0.32
O 0.18 0.17 0.12
C -0.15 0.11 0.13
N 0.46 -0.42 0.07
C 0.27 0.43 -0.34
H -0.10 -0.14 -0.13
H -0.18 0.48 -0.01
H 0.07 -0.24 0.06
H -0.21 -0.22 0.15
H -0.17 -0.15 0.15
O -0.26 -0.03 0.31
C 0.48 -0.03 -0.57
N 0.25 -0.13 0.57
C -0.23 0.38 0.02
H -0.21 0.13 -0.14
H 0.01 0.12 -0.03
H 0.25 -0.60 -0.28
H -0.10 0.27 0.06
H -0.40 -0.13 0.06
O 0.03 -0.66 -0.20
C 0.25 0.11 -0.05
N -0.70 0.26 0.23
C 1.01 0.13 -0.11
H 0.25 0.01 0.20
H -0.03 -0.09 0.00
H -0.28 0.19 -0.08
H -0.23 -0.11 0.21
H -0.33 -0.07 -0.25
O -0.17 0.24 0.14
C 0.41 0.63 -1.03
N -0.07 0.15 0.33
C 0.34 -0.58 1.21
H -0.08 -0.08 -0.18
H -0.10 -0.10 0.03
H -0.06 0.08 0.01
H -0.42 0.23 -0.36
H 0.12 -0.17 -0.23
O 0.15 0.13 -0.34
C 0.15 0.42 0.62
N -0.67 -0.43 -0.54
C 0.41 -0.46 -0.13
H 0.55 0.17 0.33
H 0.11 0.24 -0.05
H -0.18 -0.05 0.04
H -0.20 -0.03 -0.01
H -0.26 0.20 -0.16

Calculated values
highest occupied orbital energy	-14.989	eV
total energy	-69923.6323	eV
relative energy (zero: lowest compared OMol25 entry of this formula, charge and spin)	10.6	kcal/mol
maximum force	7.1	eV/Å
gap between HOMO and LUMO	2.420	eV
LUMO	-12.569	eV
total charge	+2



# 3
ORCA calculation (ωB97M-V with the def2-TZVPD basis set) on a molecular structure, C10H25N2O2 in a non-equilibrium geometry.

CARTESIAN COORDINATES (ANGSTROEM)
1 C -3.334 -2.263 -0.466
2 H -3.029 -3.338 -0.499
3 H -4.006 -1.941 0.141
4 C -2.056 -1.510 -0.283
5 H -1.751 -1.872 0.607
6 H -1.386 -1.889 -0.894
7 C -2.401 -0.100 -0.239
8 N -1.026 0.762 -0.491
9 H -1.299 1.722 -0.160
10 C -0.196 0.735 -1.640
11 H -0.510 0.080 -2.188
12 C 1.169 0.905 -1.437
13 N 1.747 -0.715 -1.129
14 H 2.227 -0.856 -1.765
15 C 2.429 -0.833 0.097
16 C 3.424 0.183 0.785
17 C 4.634 0.212 -0.327
18 H 5.046 -0.634 -0.487
19 H 5.454 1.180 -0.086
20 H 4.175 0.801 -1.202
21 H 2.993 1.185 0.762
22 H 3.817 -0.037 1.751
23 H 2.954 -1.651 0.115
24 C 1.362 -1.062 1.522
25 H 0.739 -1.723 0.769
26 O 0.683 0.017 1.679
27 H 1.152 0.470 2.134
28 H 1.991 -1.308 2.203
29 H -0.474 0.296 0.503
30 H 1.495 1.464 -0.442
31 H 1.793 1.319 -2.269
32 H -0.568 1.627 -2.340
33 H -2.753 0.300 -1.345
34 C -3.182 0.510 0.697
35 H -4.239 0.288 0.589
36 H -2.771 0.472 1.731
37 O -2.966 2.048 0.466
38 H -3.650 2.504 1.452
39 H -3.773 -1.996 -1.532

Force components x, y, z for each atom (eV/Å):
C 3.11 -2.42 -7.25
H -1.15 0.72 0.43
H -4.41 1.03 4.34
C -4.27 0.74 1.42
H 1.43 -0.58 3.65
H 3.34 -0.65 -3.66
C 4.55 1.72 -10.26
N -0.01 -1.14 8.41
H 0.41 -0.91 -0.49
C -1.97 9.62 1.32
H -2.43 -8.31 -6.00
C 6.60 -2.39 3.17
N -11.70 7.44 13.29
H 10.66 -3.38 -14.09
C -2.24 3.80 5.92
C 1.37 0.68 -5.27
C -2.81 11.46 2.37
H 2.91 -5.69 -1.34
H -1.84 -3.30 -0.17
H 0.56 -1.78 0.65
H 0.18 0.11 0.41
H -0.15 -0.68 0.70
H 2.68 -5.06 -0.27
C -1.32 -4.42 -12.73
H 0.78 -0.12 2.96
O -11.47 -4.03 -6.62
H 8.38 10.28 9.10
H 3.32 -2.40 4.74
H -0.65 2.03 -3.23
H -1.09 -0.91 -2.31
H -0.88 -0.49 0.59
H 0.57 -1.08 1.56
H -0.44 -1.67 2.40
C -1.13 5.37 4.49
H 0.03 -0.16 0.28
H -0.69 -0.90 -0.43
O -4.39 0.01 4.89
H 3.30 -1.86 -4.82
H 0.82 -0.72 1.85

Calculated values
highest occupied orbital energy	-11.329	eV
total energy	-17830.7349	eV
relative energy (zero: lowest compared OMol25 entry of this formula, charge and spin)	331.1	kcal/mol
maximum force	19.2	eV/Å
gap between HOMO and LUMO	8.341	eV
LUMO	-2.988	eV
total charge	+1